No. 1
{
  "formula": "C12H23F3IrNO5P2S",
  "method": "wB97M-V/def2-TZVPD",
  "s_squared": 6.04,
  "spin_multiplicity": 5,
  "total_energy_ha": -2386.05212,
  "total_charge": 2,
  "orbital_gap_ev": [8.45, 5.72],
  "relative_energy_kcal_mol": 39.1,
  "e_lumo_ev": [-7.23, -10.54],
  "e_homo_ev": [-15.680, -16.256],
  "species": ["Ir", "P", "C", "C", "N", "C", "C", "C", "C", "C", "P", "H", "H", "H", "H", "H", "H", "H", "H", "O", "H", "H", "O", "H", "C", "H", "H", "H", "C", "H", "H", "H", "C", "H", "H", "H", "C", "H", "H", "H", "F", "C", "F", "F", "S", "O", "O", "O"],
  "positions_angstrom": [[0.582739, -0.108465, 0.490777], [1.723211, 1.240680, -1.026870], [0.354915, 1.510108, -2.177944], [-0.693367, 0.484338, -2.252406], [-0.822730, -0.317110, -1.168358], [-1.817008, -1.239102, -1.135536], [-2.694338, -1.417509, -2.207771], [-2.543979, -0.603697, -3.335609], [-1.533906, 0.364483, -3.360705], [-1.902821, -2.086720, 0.130657], [-1.114851, -1.206913, 1.616032], [-1.415143, 1.009865, -4.217965], [-3.472640, -2.165574, -2.167938], [-3.209337, -0.716644, -4.179185], [-2.937268, -2.342899, 0.359941], [-1.362833, -3.017335, -0.045261], [-1.392479, 3.607488, -1.755837], [0.551762, 2.118823, -3.048034], [-1.707777, 3.691415, 1.456474], [-1.954204, 4.198610, -1.138625], [-2.138115, 5.065332, -1.607406], [0.835983, 0.848866, 1.639756], [-1.507309, 3.367990, 2.420662], [-1.653024, 2.377965, 2.432883], [-2.591988, -0.238465, 2.271442], [-3.430564, -0.906647, 2.467516], [-2.329538, 0.268807, 3.200493], [-2.908918, 0.507590, 1.541892], [-0.934045, -2.611342, 2.854479], [-0.627318, -2.218322, 3.823853], [-1.879115, -3.140819, 2.974813], [-0.177391, -3.316820, 2.509561], [3.074978, 0.510557, -2.020794], [3.354990, 1.169801, -2.841466], [3.953717, 0.341577, -1.399048], [2.767456, -0.448152, -2.437491], [2.270923, 2.885473, -0.440428], [3.171124, 2.787821, 0.165793], [2.495093, 3.543978, -1.278830], [1.505811, 3.356320, 0.176173], [4.154837, -3.003475, 2.891318], [2.903551, -2.738157, 2.368715], [2.312265, -3.925191, 1.982094], [2.129597, -2.120378, 3.331298], [3.069329, -1.646806, 0.928943], [3.419471, -0.208776, 1.338661], [4.312830, -2.008243, 0.103220], [1.807424, -1.504327, -0.233940]],
  "forces_ev_per_a": [[0.5, -1.8, -1.4], [0.2, 2.4, -0.6], [-0.3, -1.6, -0.3], [1.3, 1.8, -0.2], [-0.9, -0.7, 0.2], [0.2, -0.1, 0.7], [0.5, 0.6, -0.2], [0.4, 0.1, 0.4], [-0.6, -0.6, 0.2], [0.5, 0.8, -0.1], [-3.4, -1.2, 0.8], [0.1, 0.1, 0.0], [0.0, 0.0, 0.1], [0.0, 0.0, 0.0], [0.0, 0.0, 0.0], [0.1, -0.1, 0.1], [-1.5, 1.9, 1.3], [-0.2, 0.3, -0.1], [0.4, -1.0, 2.6], [1.1, -0.4, -1.8], [0.5, -1.6, 0.6], [0.1, 1.1, 1.2], [-0.5, -0.8, -2.5], [0.1, 1.9, -0.2], [1.0, -0.1, -0.3], [0.2, -0.2, 0.0], [0.1, 0.0, 0.0], [0.1, 0.0, -0.1], [0.6, 0.7, -0.5], [0.0, 0.1, -0.1], [-0.2, 0.2, -0.2], [0.0, 0.0, 0.0], [-0.1, -0.4, 0.2], [-0.2, 0.3, 0.1], [-0.1, 0.0, 0.2], [-0.1, 0.0, 0.1], [-0.1, -0.3, 0.0], [0.0, -0.2, 0.0], [0.0, -0.1, -0.2], [-0.1, -0.1, 0.0], [-3.1, 1.0, -1.6], [-0.1, -2.8, 3.3], [1.0, 2.3, 0.6], [1.3, -1.1, -1.9], [8.3, 5.9, -6.8], [-3.3, -3.6, 0.5], [-5.0, -1.0, 2.8], [1.3, -1.7, 3.2]],
  "mulliken_charge": [1.243, 0.637, -1.593, 1.459, -0.256, 0.702, -0.972, -0.389, -1.067, -1.280, 0.799, 0.526, 0.555, 0.478, 0.615, 0.422, 0.320, 0.655, 0.336, -0.613, 0.334, 0.149, -0.644, 0.250, -1.366, 0.432, 0.425, 0.444, -1.206, 0.402, 0.463, 0.333, -1.202, 0.495, 0.371, 0.352, -1.181, 0.397, 0.459, 0.351, -0.120, 0.544, -0.176, -0.152, 0.993, -0.521, -0.504, -0.702]
}

No. 2
{
  "formula": "C12H23F3LuNO2P2",
  "method": "wB97M-V/def2-TZVPD",
  "spin_multiplicity": 1,
  "total_energy_ha": -2893.37190,
  "total_charge": 2,
  "orbital_gap_ev": [6.99, 4.54],
  "e_lumo_ev": [-9.20, -11.14],
  "e_homo_ev": [-16.192, -15.687],
  "species": ["Lu", "P", "C", "C", "N", "C", "C", "C", "C", "C", "P", "H", "H", "H", "H", "H", "H", "H", "H", "O", "H", "H", "O", "H", "C", "H", "H", "H", "C", "H", "H", "H", "C", "H", "H", "H", "C", "H", "H", "H", "F", "C", "F", "F"],
  "positions_angstrom": [[0.018216, -0.110592, 1.255800], [-2.377910, 0.239552, 0.835446], [-2.125282, 0.618022, -0.882776], [-0.899260, 1.127970, -1.393319], [0.256814, 0.879040, -0.669157], [1.481076, 1.255902, -1.074232], [1.631974, 1.977019, -2.243775], [0.502596, 2.283063, -3.008616], [-0.746494, 1.862747, -2.590806], [2.633794, 0.870929, -0.165366], [2.381013, -0.656354, 0.907533], [-1.640394, 2.073472, -3.166187], [2.620621, 2.290560, -2.559824], [0.607696, 2.843484, -3.932405], [3.539384, 0.679655, -0.758290], [2.858419, 1.734487, 0.494286], [-2.280878, -1.455649, -2.782433], [-3.035883, 0.875312, -1.427644], [-0.688709, -3.870479, -1.311854], [-2.063364, -2.358349, -3.073407], [-2.712033, -2.615749, -3.747460], [-0.313028, -1.765109, 1.760170], [-0.204602, -4.279745, -0.581093], [0.527336, -3.700665, -0.339527], [2.783521, -2.007687, -0.206461], [3.824812, -1.883416, -0.529385], [2.697041, -2.983780, 0.302266], [2.150247, -2.050614, -1.111377], [3.605407, -0.557359, 2.185465], [3.592912, -1.461939, 2.813680], [4.592317, -0.475897, 1.716508], [3.467295, 0.308965, 2.854588], [-3.047728, 1.685156, 1.636052], [-4.018079, 1.895285, 1.181813], [-3.181799, 1.513697, 2.711228], [-2.400261, 2.565635, 1.514505], [-3.433747, -1.185107, 1.015332], [-3.633663, -1.384108, 2.077897], [-4.377189, -0.964913, 0.510365], [-2.994639, -2.096006, 0.580653], [-0.082419, 2.913942, 1.827614], [0.070502, 1.730751, 2.574351], [1.296171, 1.862583, 3.207963], [-0.881816, 1.776280, 3.591860]],
  "forces_ev_per_a": [[-0.2, 1.9, 1.5], [-1.2, -0.1, 0.2], [-0.5, 1.3, -0.7], [1.0, 0.1, -0.1], [-0.2, -0.2, -0.7], [-0.7, -0.4, 0.4], [0.1, 0.2, -0.5], [0.2, 0.0, 0.2], [-0.8, -0.3, 0.1], [0.2, 0.4, 0.3], [2.4, -0.6, -1.1], [0.1, 0.1, -0.1], [-0.1, 0.0, 0.0], [0.0, -0.1, 0.1], [-0.2, 0.1, 0.1], [-0.1, -0.4, -0.2], [-0.1, -0.6, -0.5], [0.2, -0.3, -0.3], [0.2, 0.0, 0.0], [0.0, 0.4, 0.3], [0.2, 0.2, 0.3], [0.1, -2.8, 0.5], [-0.1, 0.3, 0.3], [-0.2, -0.1, -0.3], [0.4, -0.7, -0.4], [-0.1, -0.1, 0.0], [0.1, 0.4, -0.1], [0.2, 0.2, 0.4], [0.9, 0.1, 0.8], [-0.1, 0.2, -0.3], [0.0, 0.0, 0.1], [-0.1, -0.3, -0.4], [-0.8, 0.8, 0.0], [-0.1, 0.2, 0.1], [0.1, -0.1, -0.3], [-0.2, -0.4, -0.1], [-0.7, -0.4, -0.1], [0.1, 0.2, -0.2], [-0.1, -0.3, 0.1], [0.0, 0.4, 0.0], [0.1, -1.3, 0.8], [-0.1, 2.5, 1.6], [-0.8, -0.3, -0.6], [1.1, 0.0, -1.2]],
  "mulliken_charge": [0.031, 0.624, -1.292, 1.538, 0.034, 0.882, -0.788, -0.468, -0.983, -1.292, 0.820, 0.515, 0.562, 0.468, 0.648, 0.428, 0.317, 0.571, 0.326, -0.592, 0.320, -0.059, -0.608, 0.244, -1.296, 0.420, 0.422, 0.424, -1.154, 0.405, 0.412, 0.362, -1.261, 0.457, 0.379, 0.377, -1.157, 0.406, 0.419, 0.389, -0.248, 0.438, -0.222, -0.218]
}

No. 3
{
  "formula": "C12H23InN2O2P2S",
  "method": "wB97M-V/def2-TZVPD",
  "spin_multiplicity": 1,
  "total_energy_ha": -2001.45399,
  "total_charge": 2,
  "orbital_gap_ev": [5.30, 6.65],
  "relative_energy_kcal_mol": 48.8,
  "e_lumo_ev": [-8.55, -8.11],
  "e_homo_ev": [-13.853, -14.757],
  "species": ["In", "P", "C", "C", "N", "C", "C", "C", "C", "C", "P", "H", "H", "H", "H", "H", "H", "H", "H", "O", "H", "H", "O", "H", "C", "H", "H", "H", "C", "H", "H", "H", "C", "H", "H", "H", "C", "H", "H", "H", "S", "C", "N"],
  "positions_angstrom": [[0.606481, -0.383103, 0.290188], [-1.200090, -1.204116, -1.371615], [-1.803099, 0.257622, -2.176148], [-1.962708, 1.412326, -1.347874], [-1.044630, 1.598732, -0.327854], [-1.178857, 2.612059, 0.536650], [-2.235793, 3.518334, 0.436586], [-3.125999, 3.413660, -0.636237], [-2.969023, 2.387752, -1.555222], [-0.128472, 2.754089, 1.632944], [1.427134, 1.866736, 1.217360], [-3.591860, 2.273506, -2.446079], [-2.326825, 4.295771, 1.204589], [-3.954979, 4.102154, -0.734446], [0.119575, 3.811186, 1.817373], [-0.498444, 2.342910, 2.585994], [-0.124157, 1.068089, -3.282889], [-2.296880, 0.239282, -3.150468], [1.968025, 1.008899, -2.691093], [0.687180, 1.244777, -3.742658], [0.562943, 0.810414, -4.603356], [2.058494, 0.176880, -1.298214], [2.660253, 0.649776, -2.065889], [3.168368, -0.012401, -2.549236], [2.235935, 3.050699, 0.099573], [2.400051, 3.988426, 0.651802], [3.214696, 2.670359, -0.231142], [1.601292, 3.280423, -0.769224], [2.418327, 1.839881, 2.732362], [3.409182, 1.423929, 2.492139], [2.526285, 2.859879, 3.133241], [1.925867, 1.196190, 3.476735], [-2.614799, -1.700593, -0.340635], [-3.299150, -2.262654, -0.986748], [-2.318564, -2.303094, 0.524250], [-3.125268, -0.797996, 0.010137], [-0.977034, -2.514333, -2.605971], [-0.456373, -3.367984, -2.149113], [-1.965093, -2.843060, -2.959089], [-0.380239, -2.151347, -3.454242], [-0.003633, -1.589969, 2.427050], [0.846383, -2.917445, 1.875860], [1.437234, -3.863707, 1.477405]],
  "forces_ev_per_a": [[-0.1, -0.2, 0.5], [-0.6, -0.2, -0.4], [-0.4, 0.1, 0.1], [0.6, 1.2, 0.5], [-0.5, -0.6, 0.2], [0.1, -0.3, -0.3], [-0.1, 0.2, 0.1], [0.2, -0.2, 0.3], [0.4, -0.6, -0.4], [0.0, -0.2, 0.0], [-0.1, 1.0, 0.4], [0.0, 0.2, 0.5], [-0.1, -0.3, -0.5], [0.1, 0.1, 0.0], [-0.2, -0.3, -0.1], [0.0, 0.1, -0.2], [-1.0, 0.0, 0.6], [0.1, -0.1, 0.2], [-0.4, 0.2, -0.9], [1.0, -0.2, -0.5], [0.3, 0.3, 0.1], [0.8, 0.0, -0.5], [-0.6, 0.1, 0.9], [0.4, -0.5, -0.2], [0.3, 0.0, -0.2], [0.0, -0.3, -0.1], [-0.4, 0.2, 0.1], [0.2, -0.2, 0.2], [0.0, -0.1, 0.1], [-0.3, 0.2, 0.2], [0.0, -0.3, -0.1], [0.2, 0.2, -0.2], [-0.3, -0.1, 0.2], [0.1, 0.1, 0.2], [0.0, 0.0, -0.2], [0.1, -0.2, 0.0], [0.2, -0.1, -0.1], [-0.2, 0.2, -0.1], [0.3, 0.1, 0.1], [-0.2, -0.1, 0.2], [-0.2, 1.0, -0.3], [2.0, -3.3, -1.3], [-1.6, 2.7, 1.0]],
  "mulliken_charge": [0.486, 0.801, -1.584, 1.029, 0.216, 0.506, -0.813, -0.539, -0.967, -1.168, 0.607, 0.493, 0.520, 0.460, 0.634, 0.470, 0.314, 0.630, 0.544, -0.718, 0.362, -0.074, -0.364, 0.456, -1.234, 0.441, 0.397, 0.352, -1.178, 0.392, 0.428, 0.378, -1.171, 0.422, 0.391, 0.333, -1.201, 0.403, 0.444, 0.354, -0.305, 0.495, -0.442]
}

Q: Which formula does entry 1 have?
A: C12H23F3IrNO5P2S

Q: Number 1 is which compound?
A: C12H23F3IrNO5P2S